The following is a DFT calculation (ωB97M-V/def2-TZVPD) of the molecule C28H28ClN3O5S in a non-equilibrium geometry.

```
! wB97M-V def2-TZVPD RIJCOSX def2/J DEFGRID3
* xyz 0 1
C 4.858 1.038 2.593
C 3.914 -0.008 2.000
N 3.145 0.527 0.910
C 3.525 0.540 -0.412
C 4.657 0.009 -1.016
C 4.778 0.135 -2.386
C 3.804 0.777 -3.148
C 2.679 1.314 -2.556
C 2.535 1.200 -1.180
C 1.519 1.617 -0.257
C 0.311 2.281 -0.418
C -0.474 2.494 0.704
N -1.749 3.082 0.637
C -2.373 3.616 -0.438
O -1.858 3.907 -1.492
C -3.896 3.748 -0.212
O -4.446 2.435 -0.345
C -4.360 1.618 0.701
O -4.033 1.958 1.812
C -4.563 0.200 0.284
C -3.517 -0.668 0.580
C -3.526 -1.953 0.079
S -2.103 -3.008 0.402
O -2.151 -3.446 1.764
O -2.074 -4.012 -0.626
N -0.886 -1.875 0.269
C -0.572 -1.491 -1.092
C 0.390 -2.470 -1.763
C 1.643 -2.638 -0.907
C 1.247 -3.090 0.497
C 0.275 -2.083 1.110
C -4.591 -2.410 -0.676
C -5.661 -1.570 -0.937
C -5.637 -0.260 -0.475
Cl -6.950 0.787 -0.827
C -0.047 2.065 1.968
C 1.158 1.420 2.145
C 1.944 1.184 1.023
H 5.427 0.609 3.413
H 4.291 1.888 2.965
H 5.550 1.392 1.833
H 4.487 -0.864 1.631
H 3.224 -0.370 2.768
H 5.423 -0.489 -0.441
H 5.650 -0.271 -2.878
H 3.937 0.854 -4.217
H 1.924 1.815 -3.143
H -0.012 2.618 -1.388
H -2.298 2.964 1.482
H -4.133 4.166 0.771
H -4.338 4.343 -1.011
H -2.679 -0.332 1.170
H -1.516 -1.442 -1.638
H -0.132 -0.488 -1.057
H -0.115 -3.431 -1.871
H 0.653 -2.097 -2.754
H 2.310 -3.370 -1.364
H 2.175 -1.685 -0.852
H 0.752 -4.062 0.443
H 2.128 -3.184 1.134
H -0.098 -2.435 2.072
H 0.760 -1.110 1.241
H -4.562 -3.418 -1.058
H -6.504 -1.915 -1.514
H -0.686 2.241 2.821
H 1.465 1.104 3.130
*
```

Summary:
- LUMO level (eV) = 0.1
- structure (SMILES) = CCn1c2ccccc2c2cc(NC(=O)COC(=O)c3cc(S(=O)(=O)N4CCCCC4)ccc3Cl)ccc21
- HOMO-LUMO gap (eV) = 7.923
- calculated total energy (eV) = -67557.7009